DFT (the ωB97M-V functional and the def2-TZVPD basis) results for a cluster of 4 separate species, C39H79N7O2S2 in total in a non-equilibrium geometry.

The geometry in XYZ format:
```
129
Properties=species:S:1:pos:R:3:mulliken_charge:R:1
C 0.50430 0.73997 5.49148 -1.0429
C 1.80945 -0.07371 4.95319 0.9701
O 2.09652 -1.28290 5.70720 -0.3954
C 1.92887 -2.46524 4.87877 0.2778
O 0.77372 -2.76634 4.47597 -0.4921
C 3.19076 -3.40219 4.53028 -0.4448
C 4.32071 -2.46995 3.85497 -0.6146
C 4.73050 -2.86749 2.35451 -0.8365
C 3.58537 -2.68142 1.24582 1.6164
C 2.57866 -3.95971 1.27841 -0.6165
N 1.86391 -4.93634 1.31868 -0.7013
C 4.29301 -2.77423 -0.22968 -1.0647
C 5.36134 -1.60556 -0.51343 -0.6642
C 4.85689 -0.55497 -1.66538 0.1433
S 6.15494 0.69779 -2.10454 -0.1590
C 5.43098 2.37831 -2.38908 -0.1296
S 5.55017 2.99318 -3.96754 -0.1278
N 4.77161 3.24852 -1.39400 0.2202
C 3.50040 2.68202 -0.85495 1.0569
C 2.38097 3.87948 -0.97655 -1.0126
C 5.69409 3.75835 -0.34041 -0.5923
C 6.22548 2.66427 0.71689 -0.4017
C 2.64879 -1.38893 1.42692 0.6100
C 3.45152 -0.02072 1.71665 -0.4812
N 3.96529 0.89073 2.33968 -0.6255
N 1.95579 -1.18193 0.08965 -0.0589
C 0.66203 -0.91712 0.24871 0.3532
C 0.07051 0.30971 1.10576 0.2561
C -0.39662 -1.88454 -0.52824 -0.8050
H 0.87249 1.66728 6.06205 0.2960
H -0.19271 0.99703 4.61156 0.2238
H -0.03012 0.01031 6.21811 0.2932
H 1.59643 -0.33035 3.85874 -0.7605
H 2.69834 0.67441 4.93429 0.3158
H 2.92790 -4.35121 3.95221 0.3530
H 3.60121 -3.76049 5.55786 0.3846
H 4.00077 -1.38156 4.00661 0.1517
H 5.27975 -2.60434 4.49837 0.4518
H 5.01990 -3.99346 2.38056 0.4213
H 5.71807 -2.31393 2.12133 0.3436
H 3.52224 -2.91295 -1.07339 0.3580
H 4.89049 -3.76995 -0.19581 0.5347
H 5.66043 -0.98122 0.39740 0.1580
H 6.30697 -2.11339 -0.95472 0.4233
H 4.60631 -1.16050 -2.62389 0.4566
H 3.86693 -0.12715 -1.28410 -0.3866
H 3.52071 2.39889 0.25325 -0.2649
H 3.09433 1.83536 -1.52488 -0.4291
H 2.80180 4.62536 -1.74785 0.4043
H 2.23080 4.42754 0.03144 0.2995
H 1.37805 3.48680 -1.41145 -0.0319
H 6.59532 4.31625 -0.80337 0.3522
H 5.10805 4.56022 0.26118 0.2544
H 6.04637 2.94923 1.81435 0.2768
H 7.37123 2.55023 0.58625 0.2671
H 5.78679 1.61711 0.55984 -0.1790
H 1.81569 -1.61117 2.17858 0.5162
H 0.36794 0.25489 2.21061 -0.3966
H -1.08550 0.26656 1.06681 0.1893
H 0.40137 1.34370 0.70743 -0.0223
H -1.35208 -2.01278 0.08635 0.1093
H -0.60313 -1.44387 -1.58426 0.0662
H 0.12543 -2.88869 -0.69078 0.3056
C -2.58656 -3.77856 3.42426 -1.2083
C -3.77074 -4.52063 2.81473 -0.3390
N -5.05331 -3.85762 3.02527 0.0845
C -6.20147 -4.70123 2.69541 -0.7183
C -6.37281 -5.12925 1.23886 -0.9381
C -5.14698 -2.47399 2.56984 -0.7547
C -4.86466 -2.18968 1.09513 -0.5489
H -2.74358 -3.59292 4.49019 0.3036
H -1.67902 -4.37996 3.31901 0.4711
H -2.40242 -2.82354 2.92554 0.0848
H -3.80316 -5.50883 3.28576 0.4417
H -3.56878 -4.68900 1.74937 0.2352
H -7.12152 -4.20688 3.02714 0.3540
H -6.13829 -5.60963 3.30678 0.4073
H -6.73409 -4.30908 0.61635 0.2215
H -7.12109 -5.92520 1.17751 0.3958
H -5.44949 -5.51910 0.80665 0.2622
H -4.45521 -1.87102 3.16829 0.3642
H -6.13547 -2.07382 2.82281 0.3476
H -3.97903 -2.71271 0.72756 0.1586
H -4.68910 -1.11782 0.95649 0.1263
H -5.71313 -2.45387 0.46298 0.2510
C 1.46167 0.38013 -4.43885 -1.2335
C 0.28948 -0.37382 -5.05866 -0.6278
N -1.00091 0.27818 -4.86153 0.3797
C -2.13859 -0.57649 -5.20034 -0.6462
C -2.29257 -1.00887 -6.65737 -1.0428
C -1.10324 1.66084 -5.32098 -0.5063
C -0.81076 1.94494 -6.79333 -1.2846
H 1.29227 0.56628 -3.37411 0.1583
H 2.37542 -0.21393 -4.53426 0.4640
H 1.64246 1.33556 -4.93730 0.3191
H 0.26120 -1.36154 -4.58569 0.4766
H 0.50306 -0.54247 -6.12139 0.2752
H -3.06603 -0.08968 -4.87814 0.4108
H -2.07301 -1.48330 -4.58645 0.3479
H -2.65530 -0.19327 -7.28479 0.2117
H -3.03311 -1.81157 -6.72395 0.4427
H -1.36189 -1.39134 -7.08023 0.2550
H -0.42231 2.27112 -4.71745 0.1972
H -2.09747 2.05288 -5.07782 0.4287
H 0.08249 1.42951 -7.15234 0.2559
H -0.64373 3.01765 -6.93235 0.4267
H -1.65143 1.67202 -7.43215 0.2916
C -3.97227 5.78829 1.55773 -1.4159
C -3.19128 5.29162 0.34593 -0.3705
N -2.86643 3.87029 0.39634 0.2787
C -1.88634 3.46527 -0.61047 -0.1889
C -2.28639 3.58016 -2.07900 -0.7458
C -3.99125 2.95607 0.57190 -0.3990
C -5.11397 3.00236 -0.46331 -1.0716
H -3.44719 5.55484 2.48800 0.3268
H -4.08937 6.87450 1.50214 0.4366
H -4.97472 5.35577 1.60297 0.2979
H -2.25881 5.86513 0.31197 0.4125
H -3.75025 5.55022 -0.56199 0.2794
H -1.56866 2.43475 -0.41438 -0.3706
H -0.98169 4.06787 -0.46156 0.4600
H -2.98321 2.79232 -2.36978 0.1788
H -1.39835 3.46453 -2.70779 0.2074
H -2.72939 4.54852 -2.31860 0.2991
H -4.43232 3.14416 1.55690 0.4044
H -3.61716 1.92781 0.64015 0.0535
H -5.41379 4.02202 -0.71389 0.2866
H -5.99792 2.49285 -0.06690 0.4010
H -4.83772 2.48417 -1.38235 0.2649
```

E_HOMO	-8.1	eV
E_tot	-77910.5426	eV
net charge	0
largest force on an atom	6.73	eV/Å
SMILES string	CCOC(=O)CCC[C@](C#N)(CCCSC(=S)N(CC)CC)[C@@H](C#N)N=C(C)C.CCN(CC)CC.CCN(CC)CC.CCN(CC)CC